Entry 1:
# H18O9

9 unconnected molecules or ions with the total composition H18O9 (ωB97M-V/def2-TZVPD, the Open Molecules 2025 dataset).

```
27
Properties=species:S:1:pos:R:3:forces:R:3:mulliken_charge:R:1
H -1.24060 -0.13678 -0.16743 0.431 0.148 0.211 0.37
H 0.15244 -0.56004 0.26883 -0.515 0.555 0.313 0.24
H 1.09669 0.94380 1.83228 -0.383 0.002 -0.083 0.24
H 0.85031 1.41269 3.25688 -0.021 0.116 0.056 0.28
H -4.58633 -2.21452 3.11760 0.080 0.063 -0.049 0.31
H -4.88274 -2.04305 1.63680 0.089 0.067 0.011 0.32
H -5.07553 1.77438 -3.17039 -0.012 0.005 0.109 0.32
H -3.87563 1.24414 -2.40284 -0.047 0.004 0.089 0.31
H 1.29283 -2.58603 -0.37913 0.096 -0.262 0.040 0.31
H 1.16124 -3.67333 -1.43293 -0.162 -0.008 -0.090 0.31
H 5.04401 -1.90355 -0.31212 0.050 -0.022 -0.106 0.34
H 3.60765 -1.41216 -0.23836 0.047 0.025 -0.188 0.24
H 0.11689 -0.55486 -1.81543 -0.238 0.006 -0.166 0.33
H -0.39272 -1.69621 -0.95076 -0.434 -0.299 -0.836 0.41
H 2.95187 1.73995 0.76593 0.018 0.221 -0.074 0.30
H 3.71184 0.42668 0.67752 0.254 0.201 -0.135 0.32
H 0.80316 3.48843 -0.51381 -0.026 0.042 0.062 0.32
H -0.12764 4.49059 0.14902 0.098 -0.043 0.045 0.32
O -0.55807 0.05402 0.48582 0.234 0.979 2.416 -0.62
O 0.40704 1.28984 2.40988 0.605 0.281 0.666 -0.52
O -4.21087 -1.86082 2.30341 -0.178 -0.141 0.032 -0.63
O -4.75504 1.61736 -2.27506 0.068 -0.026 -0.193 -0.63
O 0.65357 -2.99514 -0.97324 0.882 -0.649 0.472 -0.65
O 4.37939 -1.42016 -0.81572 -0.062 -0.198 0.277 -0.60
O -0.69530 -0.94447 -1.47259 -0.503 -0.836 -3.095 -0.69
O 3.38160 1.15160 0.13492 -0.315 -0.169 0.296 -0.61
O 0.78996 4.36764 -0.11909 -0.057 -0.065 -0.080 -0.64
```
Positions in Å, forces in eV/Å.

## Properties
**Molecular weight**: 162.135 u
**Total charge**: 0
**Lowest unoccupied orbital energy**: -0.4 eV
**SMILES string**: O.O.O.O.O.O.O.O.O
**E_HOMO**: -9.83 eV


Entry 2:
# C4H6F2O

2 unconnected molecules or ions with the total composition C4H6F2O (ωB97M-V/def2-TZVPD, the Open Molecules 2025 dataset).

```
13
Properties=species:S:1:pos:R:3:forces:R:3:mulliken_charge:R:1
C 3.07134 0.33421 1.93144 -2.491 0.427 -1.597 -0.80
C 2.27963 -0.18335 1.03673 1.048 0.450 1.044 0.04
C -2.58809 -0.42048 -0.72341 1.875 1.784 -0.784 -0.53
C -0.15663 0.00639 -0.80282 -2.673 1.169 -2.935 1.28
O -1.23240 -0.34007 -0.09898 -0.780 0.273 0.043 -0.32
F -0.30828 1.33338 -1.42812 -0.058 -2.048 0.624 -0.34
F 0.04492 -0.87284 -1.87744 0.056 1.140 1.138 -0.27
H 3.87851 -0.18301 2.28265 2.185 -1.507 0.833 0.29
H 2.88941 1.29627 2.36224 -0.268 0.606 0.100 0.27
H 0.65549 0.13090 -0.17670 1.659 -0.406 0.747 -0.35
H -3.02954 0.62845 -0.77598 0.694 -1.248 0.010 0.23
H -3.12507 -0.95550 0.06666 -0.110 -0.496 -1.052 0.22
H -2.37929 -0.77436 -1.79626 -1.136 -0.143 1.832 0.28
```
Positions in Å, forces in eV/Å.

## Properties
**Molecular weight**: 108.087 u
**Total charge**: 0
**Lowest unoccupied orbital energy**: -0.8 eV
**E_HOMO**: -11.10 eV


Entry 3:
# C7H8N4

C7H8N4 in the gas phase (ωB97M-V/def2-TZVPD, the Open Molecules 2025 dataset).

```
19
Properties=species:S:1:pos:R:3:forces:R:3:mulliken_charge:R:1
C -1.87674 -0.89563 0.49269 1.468 1.132 0.284 -0.32
C -1.16102 0.04715 -0.45583 1.723 -2.585 -0.762 -0.84
C 0.32310 0.04627 -0.25320 -0.207 -0.893 0.027 0.51
C 1.00911 1.19605 0.01120 6.303 -3.959 -0.260 -0.59
C 2.46404 1.18613 0.17349 -3.165 1.356 0.472 -0.35
C 3.00395 -0.09968 0.08246 3.044 5.695 0.515 -0.30
C 2.25276 -1.14089 -0.19188 -1.922 -2.406 -0.512 -0.33
H -1.62721 -0.42143 1.49905 -0.462 -1.403 -0.574 0.30
H -1.53435 -1.92242 0.29253 0.237 0.518 0.846 0.32
H -1.41251 1.01570 -0.27673 -1.491 2.834 0.068 0.50
H -1.30208 -0.28185 -1.48745 -0.404 0.329 -0.074 0.31
H 0.60001 2.02759 0.22660 -3.439 5.853 1.001 0.54
H 2.97354 2.24709 0.46014 -0.910 -3.118 -0.855 0.25
H 4.08225 -0.02413 0.13997 0.183 -1.251 0.096 0.33
H 2.80574 -2.04356 -0.27132 -0.223 -1.227 -0.206 0.37
N -4.39146 1.02645 -0.26618 -3.972 6.083 -1.584 -0.46
N -3.86510 0.12241 -0.03294 5.115 -6.926 1.967 0.99
N -3.26621 -0.95404 0.20895 -2.855 0.484 -0.299 -0.81
N 0.92220 -1.13122 -0.35156 0.978 -0.517 -0.152 -0.43
```
Positions in Å, forces in eV/Å.

## Properties
**Molecular weight**: 148.169 u
**Total charge**: 0
**Lowest unoccupied orbital energy**: 0.6 eV
**E_HOMO**: -9.30 eV


Entry 4:
# C4H5NO

C4H5NO in the gas phase (ωB97M-V/def2-TZVPD, the Open Molecules 2025 dataset).

```
11
Properties=species:S:1:pos:R:3:forces:R:3:mulliken_charge:R:1
N -1.42971 -1.71295 0.11763 -0.096 0.474 0.136 -0.41
C -0.82362 -0.65270 0.10654 0.101 -0.402 -0.307 0.19
C -0.13342 -0.09095 -1.06716 0.308 0.138 -0.095 -0.22
C 0.78708 0.76318 -0.64726 -0.121 0.053 0.022 -0.34
C 0.62013 0.94120 0.84429 0.146 0.133 -0.091 -0.33
O -0.52839 0.17060 1.19172 0.108 -0.271 -0.061 -0.37
H -1.69197 -2.65172 0.19999 -0.371 -0.400 0.358 0.22
H -0.32216 -0.52379 -2.03973 0.157 0.218 0.015 0.39
H 1.56333 1.23315 -1.23815 -0.077 0.067 0.142 0.38
H 0.47765 1.98773 1.13488 -0.063 -0.168 -0.005 0.27
H 1.48108 0.53624 1.39724 -0.092 0.157 -0.115 0.22
```
Positions in Å, forces in eV/Å.

## Properties
**Molecular weight**: 83.090 u
**Total charge**: 0
**Lowest unoccupied orbital energy**: 1.1 eV
**SMILES string**: [H]/N=C1/C=CCO1
**E_HOMO**: -8.89 eV


Entry 5:
# C22H29BF15O14

6 unconnected molecules or ions with the total composition C22H29BF15O14 (ωB97M-V/def2-TZVPD, the Open Molecules 2025 dataset).

```
81
Properties=species:S:1:pos:R:3:forces:R:3:mulliken_charge:R:1
O 3.35394 -2.79570 -2.06698 0.393 -0.076 -0.001 -0.75
C 2.81841 -2.16044 -2.99447 -0.253 0.040 0.142 0.39
O 3.19459 -1.99208 -4.17753 0.311 -0.091 -0.088 -0.80
C 1.45453 -1.51328 -2.66416 0.104 0.002 -0.543 -0.05
B 0.26679 -2.45024 -3.01778 -0.231 0.127 0.050 0.54
O 0.37184 -3.81050 -3.04813 0.325 -0.256 0.702 -0.54
O -1.01183 -1.90865 -3.31665 -0.018 -0.193 -0.068 -0.55
H 1.34445 -0.61155 -3.26661 -0.023 0.253 0.038 0.09
H 1.40152 -1.23737 -1.61108 -0.052 -0.031 0.197 0.13
H -0.43293 -4.25644 -2.77372 -0.230 0.024 -0.471 0.29
H -0.98154 -1.60868 -4.23011 -0.151 0.208 0.034 0.27
C 5.58112 0.38760 0.05074 -0.211 0.045 -0.101 -0.89
C 4.98922 1.48940 0.90084 0.147 -0.199 0.080 -0.33
O 4.04555 2.26676 0.11197 -0.028 -0.009 0.022 -0.34
C 2.85226 1.73249 -0.07324 0.079 -0.064 -0.057 0.45
O 2.38883 0.75009 0.42329 0.074 0.058 0.105 -0.47
C 2.04034 2.60196 -1.05900 0.096 -0.221 0.155 0.77
F 2.76682 3.00012 -2.09666 -0.058 0.027 -0.115 -0.27
F 1.58626 3.70127 -0.42353 -0.077 0.113 0.030 -0.30
F 0.98531 1.91829 -1.49517 0.039 0.179 -0.109 -0.19
H 6.01963 0.80220 -0.85393 0.069 0.006 0.009 0.17
H 6.35338 -0.15733 0.59302 -0.008 0.044 0.063 0.45
H 4.81536 -0.32588 -0.25176 0.026 -0.080 -0.001 0.30
H 5.73675 2.21395 1.21592 -0.034 0.068 -0.059 0.34
H 4.48360 1.10131 1.78453 -0.109 0.011 -0.052 0.30
C 6.22004 -3.93237 -4.09619 -0.004 0.244 0.009 -0.63
C 7.53715 -3.71933 -3.38440 -0.153 -0.504 -0.040 -0.26
O 8.07804 -2.40834 -3.66965 0.040 0.314 0.149 -0.36
C 7.49571 -1.42599 -2.98878 0.088 -0.346 -0.629 0.38
O 6.64123 -1.53686 -2.17214 -0.047 0.341 0.456 -0.42
C 8.10260 -0.07608 -3.43024 0.044 -0.242 0.084 0.83
F 8.23583 -0.00041 -4.75692 0.007 0.094 0.042 -0.26
F 9.32915 0.06021 -2.88385 -0.002 0.078 -0.039 -0.29
F 7.35460 0.93953 -3.01829 -0.013 0.115 0.002 -0.23
H 6.34117 -3.78078 -5.17007 0.012 -0.048 -0.008 0.28
H 5.87234 -4.95156 -3.92259 -0.021 0.025 0.027 0.36
H 5.45395 -3.24281 -3.73086 -0.093 -0.146 -0.021 -0.05
H 8.30717 -4.40970 -3.72618 0.048 0.076 -0.036 0.29
H 7.42318 -3.82653 -2.30652 -0.011 0.070 0.025 0.32
C -2.08556 1.00006 -2.14989 -0.359 -0.119 -0.058 -0.77
C -2.69836 2.37913 -2.14643 0.404 0.099 0.151 -0.26
O -3.94297 2.41655 -2.89055 0.050 -0.015 -0.009 -0.33
C -5.01670 2.00875 -2.24846 -0.107 0.034 -0.076 0.31
O -5.11060 1.63711 -1.11631 0.051 -0.020 0.069 -0.54
C -6.24438 2.12856 -3.18101 0.190 -0.051 0.196 0.93
F -5.98663 1.64246 -4.39640 -0.082 -0.005 -0.078 -0.25
F -6.58194 3.42141 -3.30678 -0.074 0.040 -0.069 -0.26
F -7.27825 1.47276 -2.66813 -0.104 -0.003 -0.059 -0.24
H -1.93734 0.63830 -3.16418 0.066 0.021 -0.029 0.36
H -1.12203 1.01467 -1.65250 0.081 0.005 0.032 0.08
H -2.72448 0.28416 -1.63404 0.005 0.001 0.027 0.37
H -2.05747 3.09590 -2.65465 -0.059 0.010 -0.081 0.30
H -2.88499 2.74389 -1.13685 -0.094 -0.047 0.015 0.36
C -0.64183 1.49614 1.60785 -0.129 -0.203 0.096 -0.63
C -0.88951 2.27709 2.87638 0.077 0.256 -0.223 -0.53
O -1.47269 1.44517 3.91046 0.000 -0.005 -0.043 -0.27
C -0.62864 0.70799 4.60692 -0.102 -0.026 0.088 0.34
O 0.56014 0.65817 4.52241 0.090 0.035 -0.042 -0.52
C -1.41692 -0.10071 5.66100 0.116 0.124 -0.176 0.90
F -2.50980 -0.66189 5.12752 0.011 -0.063 0.056 -0.22
F -1.81531 0.71809 6.64748 -0.051 -0.027 0.082 -0.27
F -0.65915 -1.05327 6.18178 -0.040 -0.076 0.084 -0.25
H -1.56624 1.03470 1.25726 -0.018 0.051 -0.024 0.30
H -0.27519 2.16737 0.83332 0.005 0.029 -0.009 0.05
H 0.09957 0.71307 1.75243 0.069 0.041 -0.004 0.40
H -1.62251 3.06510 2.72051 -0.066 -0.036 0.047 0.33
H 0.02421 2.72697 3.26168 0.038 -0.079 0.048 0.35
C -5.49732 -1.59026 5.24563 -0.260 -0.115 -0.100 -1.08
C -5.84824 -0.12155 5.21385 0.306 0.030 0.150 -0.12
O -6.98810 0.13301 4.35915 0.031 -0.010 0.003 -0.31
C -8.17347 -0.09120 4.88884 -0.073 0.048 -0.095 0.30
O -8.42923 -0.46855 5.99402 0.033 -0.036 0.078 -0.52
C -9.27126 0.25873 3.85756 0.191 -0.089 0.216 0.93
F -8.98729 -0.24383 2.65679 -0.081 0.014 -0.089 -0.24
F -9.37064 1.59060 3.75157 -0.067 0.052 -0.077 -0.25
F -10.44252 -0.22225 4.25875 -0.111 0.018 -0.067 -0.25
H -5.31842 -1.96168 4.23670 0.074 0.024 0.000 0.29
H -4.59852 -1.73999 5.83699 0.052 0.006 0.025 0.31
H -6.30146 -2.17762 5.68793 -0.014 0.040 0.036 0.39
H -5.04354 0.46535 4.77912 -0.034 0.013 -0.080 0.23
H -6.06071 0.26527 6.20922 -0.092 -0.022 0.008 0.32
```
Positions in Å, forces in eV/Å.

## Properties
**Molecular weight**: 813.242 u
**Total charge**: -1
**Lowest unoccupied orbital energy**: 1.9 eV
**E_HOMO**: -4.47 eV


| no. | total energy (eV) | largest force on an atom (eV/A) | orbital gap (Eh) |
| --- | --- | --- | --- |
| 1 | -18717.4270 | 3.24 | 0.3466 |
| 2 | -11722.7357 | 4.14 | 0.3782 |
| 3 | -13345.4262 | 8.83 | 0.3651 |
| 4 | -7764.6165 | 0.65 | 0.3658 |
| 5 | -93394.6798 | 0.81 | 0.2357 |